(1)
Molecular formula: C59H32F5N5S3SbSeZr
Method: DFT, the ωB97M-V functional and the def2-TZVPD basis

Cartesian coordinates (Å):
C  0.806  -1.751  -7.321
C  0.744  -2.001  -2.106
C  -3.958  3.483  -2.219
H  1.477  0.693  4.906
C  -2.144  -4.641  -3.774
H  -4.679  -5.514  -1.000
H  2.815  -7.140  4.901
C  0.219  -2.061  -4.598
H  -0.490  4.876  5.890
H  -4.002  0.995  -3.299
H  -1.413  -4.414  -4.541
C  5.096  -3.832  1.598
C  1.626  4.726  5.542
C  -0.033  -2.285  -3.175
F  5.971  -0.494  2.634
C  2.358  -6.296  4.398
N  -0.464  1.583  0.264
H  -4.598  -6.881  -3.071
N  -0.371  -2.324  0.137
S  2.311  2.807  -1.017
C  -3.150  -1.036  -2.945
C  -3.927  -6.039  -2.946
C  -1.269  -2.686  -2.374
C  -3.260  0.357  -2.845
C  0.951  2.880  3.545
C  5.250  -1.498  2.029
S  1.900  2.091  -4.701
H  0.356  -4.932  -1.868
C  -1.880  3.999  -3.305
C  0.833  0.548  2.781
C  3.084  -5.127  4.183
C  -2.024  -1.391  -2.221
C  1.191  -4.112  3.048
C  0.292  4.408  5.303
C  -2.197  -3.857  -2.628
C  2.506  -4.049  3.524
C  1.539  -1.888  -5.033
C  -0.804  -2.019  -5.552
H  -0.145  4.534  1.792
Zr  0.450  -0.376  -0.273
C  1.045  -6.365  3.953
C  5.744  -2.775  2.206
H  -1.313  -1.854  -7.629
H  -5.635  4.715  -2.750
C  -2.602  3.218  -2.404
H  -3.787  -1.716  -3.496
C  -1.031  3.801  -0.060
H  3.092  -3.153  3.345
C  4.123  -1.224  1.320
C  -0.230  -2.857  -1.210
H  3.662  4.364  4.961
H  -1.836  -2.080  -5.223
F  2.317  -2.101  0.101
C  1.111  -1.670  -8.734
C  -0.515  -1.876  -6.897
C  0.189  -4.264  -1.034
N  1.359  -1.615  -9.857
C  -1.918  2.122  -1.652
C  0.331  -4.521  0.262
C  0.601  1.887  2.478
F  3.339  -4.644  0.264
C  0.597  -2.998  2.258
C  -2.209  0.781  -2.028
C  -0.040  3.491  4.311
H  -1.927  5.624  -4.703
C  -0.036  2.348  1.335
N  0.574  -0.526  1.941
C  -1.122  2.466  -0.592
Sb  1.504  1.151  -2.696
H  1.349  -1.978  4.828
C  1.832  -1.731  -6.375
H  0.660  -5.447  0.709
C  2.285  3.201  3.796
C  -2.503  5.028  -4.003
C  -3.973  -5.269  -1.785
H  0.459  -7.261  4.125
F  6.840  -3.030  2.960
C  0.473  -5.286  3.289
H  -0.826  3.790  -3.463
H  -1.077  3.237  4.121
C  -3.854  5.289  -3.811
S  3.664  0.043  -1.824
H  -4.517  2.879  -1.514
C  3.959  -3.600  0.849
H  -2.960  -6.318  -4.842
H  -3.140  -3.590  -0.725
C  0.107  -3.264  0.996
C  2.621  4.119  4.786
C  1.162  -1.290  4.019
C  0.765  -1.663  2.702
H  3.057  2.723  3.201
C  1.215  0.070  4.063
H  -0.557  -5.345  2.953
H  2.329  -1.891  -4.288
C  -0.377  3.727  1.116
H  -4.340  6.091  -4.358
N  -1.441  -0.303  -1.640
C  -3.117  -4.189  -1.631
H  -1.452  4.676  -0.532
Se  3.002  0.915  0.113
H  1.886  5.445  6.311
H  4.116  -5.058  4.508
C  -4.581  4.514  -2.915
C  3.518  -2.299  0.770
C  -3.008  -5.724  -3.936
F  5.561  -5.087  1.753
H  2.857  -1.601  -6.700

Properties
2S+1   2
Net charge   -2
LUMO (spin up / spin down)   0.14349 / 0.10917 Ha
Gap between HOMO and LUMO (spin up / spin down)   5.39 / 5.30 eV
Highest occupied orbital energy (spin up / spin down)   -0.0547 / -0.0854 Ha
Relative energy (zero: lowest compared OMol25 entry of this formula, charge and spin)   41.1 kcal/mol


(2)
Molecular formula: C59H46CuNOP3SSi
Method: DFT, the ωB97M-V functional and the def2-TZVPD basis

Cartesian coordinates (Å):
C  2.188  5.754  0.533
C  -1.684  -3.751  -0.083
H  -2.881  -4.584  2.970
C  4.509  -2.045  -0.442
C  1.792  5.326  1.792
C  -3.743  2.814  0.965
C  1.088  -1.091  3.240
H  3.459  -5.094  -3.866
C  -1.526  -1.746  -2.270
P  -1.013  2.446  0.801
H  3.937  2.868  2.105
C  -3.689  2.054  -2.990
C  -1.201  0.733  2.972
C  -1.301  2.070  2.571
C  0.964  -2.843  -1.935
C  -2.548  3.443  0.602
H  2.458  0.006  -1.629
H  -3.708  1.806  1.362
H  -0.589  -2.840  -3.866
C  3.384  -2.481  0.252
O  -1.911  1.982  -1.543
H  -1.482  0.647  -5.751
C  -1.505  -2.397  -3.500
C  -2.357  -4.473  0.890
C  5.530  -2.930  -0.767
H  3.509  2.185  -2.097
H  -4.806  -0.837  -2.256
C  1.089  -4.191  -1.622
H  -2.887  -5.380  0.624
C  -2.605  4.726  0.072
C  2.140  -1.721  2.557
H  -4.227  2.447  -2.138
C  3.624  2.235  1.283
C  4.343  -4.711  0.305
C  -2.231  2.702  4.705
H  -3.887  1.101  -6.209
C  -3.457  1.307  -5.237
C  0.254  3.765  0.795
H  0.546  3.987  2.910
C  -3.877  -1.268  -2.610
C  3.213  -2.275  4.626
H  2.271  -1.524  6.397
C  2.624  0.186  0.500
H  4.028  -2.743  5.168
C  -1.720  -2.835  2.523
C  -2.657  -2.486  -4.273
H  -1.910  4.070  3.092
H  4.601  -1.004  -0.719
C  -4.957  3.462  0.827
N  -2.392  1.790  -2.754
C  -2.130  1.056  -4.991
H  3.982  -2.835  2.709
C  1.743  -2.319  -2.970
H  4.275  -5.750  0.607
C  -0.991  -2.587  0.251
C  -3.847  -1.935  -3.826
H  3.266  -2.691  -4.430
C  -2.726  -1.165  -1.849
P  1.884  -1.466  0.755
C  1.963  -4.998  -2.335
H  -5.304  2.042  -4.368
C  3.317  -3.833  0.605
C  1.637  5.171  -0.600
H  -2.567  1.084  6.074
S  0.065  1.011  -3.351
H  -3.852  6.374  -0.489
C  2.784  0.634  -0.812
C  -4.257  1.826  -4.216
H  -1.752  -2.480  3.546
C  -1.815  3.045  3.431
H  0.415  -0.459  5.182
C  -1.043  -2.086  1.564
C  3.025  1.016  1.547
H  -5.871  2.961  1.121
H  2.866  0.706  2.572
H  2.235  5.771  2.675
H  -1.706  -4.091  -1.112
P  -0.096  -1.632  -1.044
H  6.255  -4.946  -0.647
H  -2.611  3.462  5.377
H  1.611  -1.282  -3.258
H  2.440  -4.181  1.142
H  0.506  -4.621  -0.820
H  -4.745  -2.023  -4.426
C  3.183  -2.333  3.238
Cu  -0.365  0.671  -0.828
H  -2.740  -0.631  -0.902
H  0.263  3.690  -1.345
H  2.939  6.528  0.436
H  -1.711  -0.632  4.549
H  1.965  5.483  -1.584
C  -5.003  4.749  0.304
H  4.326  3.590  -0.226
C  -2.359  -4.023  2.202
H  -5.952  5.258  0.187
C  -1.700  0.404  4.236
H  -1.692  5.224  -0.230
C  -1.560  1.298  -3.728
C  0.683  4.176  -0.470
C  3.383  1.859  -1.071
C  0.835  4.330  1.926
H  -2.622  -3.006  -5.223
C  2.222  -1.593  5.316
C  3.827  2.650  -0.026
C  1.170  -1.001  4.626
H  6.395  -2.569  -1.312
Si  -0.117  -0.416  1.880
C  2.647  -3.117  -3.649
C  -2.198  1.369  5.095
H  2.035  -6.052  -2.096
C  2.758  -4.463  -3.334
C  5.455  -4.260  -0.393
C  -3.825  5.375  -0.071

Properties
Net charge   -1
LUMO   0.09463 Ha
Gap between HOMO and LUMO   5.67 eV
Highest occupied orbital energy   -0.1138 Ha


(3)
Molecular formula: C59H49CsF5N9O6STe
Method: DFT, the ωB97M-V functional and the def2-TZVPD basis

Cartesian coordinates (Å):
H  -0.856  -4.052  2.693
C  3.526  -2.597  -2.822
C  -2.005  -0.955  6.094
H  -2.311  -6.106  0.851
F  -1.544  -0.940  -4.220
C  -0.417  -4.604  -5.240
C  2.464  2.709  3.782
C  -4.794  -0.893  -5.824
H  -1.121  2.446  1.862
C  -1.787  4.448  1.604
H  -0.424  -0.391  7.432
O  1.891  1.447  4.005
N  -3.231  3.345  -2.337
H  -5.638  2.459  1.678
O  4.982  -3.862  -6.388
N  -4.353  -0.442  0.608
C  -1.545  5.681  1.019
C  -0.082  -0.698  4.067
C  1.305  -3.499  -3.453
C  0.949  -0.510  2.921
H  -3.351  -1.474  4.506
C  3.326  3.503  -0.267
H  4.305  -0.862  -0.010
N  0.002  -3.595  -3.124
C  1.843  1.812  1.727
H  5.559  -1.453  2.590
H  -5.890  -1.463  3.413
H  3.301  4.061  0.655
H  2.689  1.211  1.374
C  -2.556  -0.702  -5.087
H  -5.014  4.473  -3.502
C  -4.501  -0.154  -6.952
C  -5.853  0.577  2.713
C  3.496  -0.939  2.786
H  0.103  1.470  2.987
H  4.039  2.382  5.218
H  1.773  3.621  5.615
C  3.234  -3.777  -4.909
C  2.355  1.896  -1.744
C  -3.844  -1.212  -4.835
O  0.492  -0.993  1.757
C  2.296  2.610  -0.555
F  -0.982  0.474  -6.401
H  5.259  3.089  -3.016
H  -0.212  6.802  -0.226
C  2.246  -1.252  3.311
N  3.893  -4.325  -6.076
C  1.149  2.340  0.427
C  4.382  3.674  -1.145
C  3.940  2.637  4.166
N  -5.033  2.570  -0.979
C  0.909  -4.532  -5.588
H  3.626  -0.060  2.178
H  5.172  4.374  -0.901
C  4.042  -3.095  -4.047
H  -3.134  -4.590  1.279
C  -0.041  -4.207  1.993
C  0.269  3.569  0.677
C  -5.552  -0.774  2.649
C  4.318  -1.871  -1.906
H  5.351  -1.661  -2.147
Te  -0.800  -3.988  0.006
H  -6.427  0.977  3.539
C  -2.238  0.034  -6.214
H  -0.218  1.722  -0.846
H  3.152  -4.128  4.883
C  -4.137  1.747  -0.426
Cs  -1.279  -0.448  0.092
H  2.110  4.775  4.310
H  4.424  3.595  3.983
H  -4.573  -2.285  1.463
C  1.829  -3.980  -4.677
C  0.495  4.808  0.092
H  4.430  1.868  3.575
N  1.656  -2.445  -1.319
H  -0.862  3.099  -2.643
C  -4.651  0.853  0.668
H  -3.194  -5.188  -0.383
H  5.087  -2.964  -4.282
H  0.685  -3.415  2.131
O  0.349  1.312  -0.061
C  3.753  -1.442  -0.732
C  -1.386  -1.070  3.773
H  -1.875  -4.150  -3.708
N  -2.873  1.646  -0.715
C  4.500  -2.888  3.775
H  -2.256  6.490  1.131
C  -2.391  2.488  -1.687
C  0.239  -0.454  5.400
O  3.374  -5.263  -6.665
F  -6.066  -1.321  -5.704
C  -0.830  -4.134  -3.989
H  1.566  1.201  -1.982
H  5.364  -3.516  3.948
C  -4.809  -1.232  1.571
C  -0.401  5.854  0.263
H  0.658  3.773  4.243
H  1.919  -1.462  0.434
H  1.211  -2.716  4.480
N  -5.343  4.195  -2.591
H  3.430  1.500  -3.545
C  -5.410  1.404  1.699
H  1.358  4.959  -0.536
C  -2.339  -1.195  4.771
C  -4.480  3.325  -1.951
H  1.246  -4.898  -6.545
C  1.703  3.794  4.543
C  1.115  1.060  2.869
H  -2.749  -1.053  6.876
C  4.432  2.955  -2.329
H  0.404  -5.187  2.138
H  -1.149  -5.012  -5.924
C  3.412  2.068  -2.624
S  -4.241  -2.137  -3.446
F  -5.461  0.107  -7.863
H  -6.303  3.887  -2.560
F  -2.914  1.035  -8.272
O  2.328  2.973  2.402
C  2.413  -1.772  -0.481
C  -0.705  -0.583  6.402
C  2.174  -2.837  -2.494
H  1.249  -0.164  5.652
H  -1.673  -1.263  2.747
C  2.164  -2.417  4.072
C  3.266  -3.225  4.298
H  -2.691  4.284  2.176
C  4.605  -1.735  3.016
C  -3.211  0.320  -7.165
C  -0.891  3.409  1.432
N  -1.119  2.419  -1.936
C  -2.575  -5.109  0.505

Properties
Net charge   -2
LUMO   0.09818 Ha
Gap between HOMO and LUMO   4.61 eV
Highest occupied orbital energy   -0.0711 Ha
Relative energy (zero: lowest compared OMol25 entry of this formula, charge and spin)   0.0 kcal/mol


(4)
Molecular formula: C59H60BCl3N7O6S
Method: DFT, the ωB97M-V functional and the def2-TZVPD basis

Cartesian coordinates (Å):
H  -2.234  -1.784  -7.935
N  -2.609  10.005  4.451
H  -2.259  9.114  2.641
C  11.529  -6.898  -5.609
H  -4.549  1.809  -5.593
C  1.608  10.096  -2.215
C  7.168  -3.886  -5.969
C  0.512  0.239  0.724
C  -5.409  -0.570  4.743
Cl  -0.815  -1.265  4.619
H  0.373  -3.315  5.814
H  -3.831  1.862  0.869
C  10.396  -6.113  -5.760
H  -1.498  6.756  1.401
H  -0.674  -6.098  -1.403
H  -4.822  -0.847  5.619
C  -0.399  -2.428  3.343
H  0.810  10.671  -2.673
H  8.150  -3.498  -7.846
H  9.418  -6.489  -5.479
Cl  0.282  -4.950  2.706
H  -2.442  0.433  -9.061
O  2.249  -5.206  0.409
C  -0.333  -1.951  1.860
H  -2.011  6.535  6.053
C  -2.484  -1.120  -1.115
H  -5.569  -1.588  10.903
H  -2.744  0.023  2.003
C  11.598  -4.379  -6.604
H  7.762  -4.758  -5.732
H  -2.158  -1.938  -1.745
H  -2.898  -3.971  0.617
N  -0.799  4.835  1.512
C  2.307  -1.841  -1.576
C  -2.741  -0.959  -7.453
H  -1.258  -4.072  5.585
H  -3.228  -2.060  -5.667
N  10.414  -4.872  -6.247
C  -2.832  -0.023  0.922
N  5.641  -1.638  -6.582
N  -6.089  -1.867  7.589
H  -1.864  6.837  3.583
C  0.418  4.010  -0.386
H  0.314  -1.218  -1.481
C  -2.095  7.671  4.233
N  -3.929  -0.141  -5.536
C  -0.138  -3.659  3.783
C  5.445  -2.327  -5.455
H  -2.195  -4.068  2.217
H  -3.167  -0.050  -2.853
C  12.790  -5.080  -6.499
H  4.658  -1.957  -4.803
C  -2.686  9.825  5.769
H  -0.802  0.188  2.394
C  7.386  -3.187  -7.145
H  -0.021  2.941  1.429
H  0.851  -0.369  2.709
H  13.723  -4.628  -6.807
C  3.880  9.404  -2.081
C  -1.626  -2.304  0.965
N  1.249  9.352  -1.169
H  0.126  -6.965  -0.013
H  13.658  -6.948  -5.889
H  0.657  5.368  -2.033
Cl  2.912  -1.628  -3.322
H  -7.230  -3.458  1.600
C  -2.629  -3.373  1.492
H  -5.032  0.387  4.352
C  -0.126  3.871  0.882
C  6.600  -2.075  -7.400
H  0.492  -2.684  -2.400
H  11.581  -3.366  -6.994
C  0.249  5.219  -1.041
C  -6.354  -2.994  2.048
C  -0.202  -6.005  -0.422
C  -5.274  -1.584  3.612
O  1.641  0.691  0.668
H  4.262  8.022  -0.474
H  -3.153  -1.533  3.576
O  -1.026  -3.008  -0.127
B  0.433  -3.066  -0.132
C  -2.479  8.605  6.394
C  -5.596  -2.058  9.929
C  -6.444  -2.102  3.101
C  -3.554  1.042  -1.085
C  0.018  -0.423  2.002
C  -3.937  -2.861  2.079
C  12.750  -6.367  -5.989
C  -5.197  -3.373  9.755
H  11.454  -7.899  -5.206
H  -4.946  -4.949  8.309
H  -6.457  -0.421  5.007
C  -2.322  -1.129  0.250
H  -4.002  1.875  -1.617
C  -2.178  7.506  5.605
C  3.528  8.625  -0.992
H  1.881  8.036  0.267
C  2.204  8.633  -0.579
H  5.978  -3.968  -4.176
C  -3.293  -1.113  -6.191
H  0.957  3.191  -0.844
H  -6.357  -0.321  8.906
C  -5.118  -3.355  1.565
O  1.674  -4.928  -1.875
H  -0.984  -5.628  0.248
C  -4.045  -1.960  3.123
C  6.179  -3.451  -5.104
S  1.178  -4.819  -0.502
H  -4.850  -3.959  10.598
H  -2.553  8.518  7.470
H  0.272  -5.013  5.399
H  -5.078  -4.081  0.753
C  -4.029  1.037  -6.150
H  6.737  -1.494  -8.307
C  0.830  -2.190  -1.484
H  -0.158  0.369  -0.152
H  4.903  9.424  -2.436
C  -0.449  6.235  -0.406
C  -6.033  -1.353  8.818
C  2.901  10.157  -2.710
C  -3.076  -0.055  -1.760
H  -3.630  2.272  -7.862
C  -3.437  1.029  0.291
H  3.135  10.777  -3.564
C  -0.217  -4.045  5.254
H  -0.601  7.194  -0.884
C  -2.858  0.272  -8.074
O  3.052  -1.682  -0.659
C  -5.699  -3.133  7.443
C  -5.248  -3.926  8.487
C  -3.517  1.296  -7.412
C  -2.317  8.936  3.710
C  -0.947  5.991  0.864
O  0.765  -2.428  1.140
H  -2.927  10.711  6.347
H  -7.417  -1.831  3.499
H  -5.753  -3.521  6.430

Properties
Net charge   -1
LUMO   0.07432 Ha
Gap between HOMO and LUMO   7.73 eV
Highest occupied orbital energy   -0.2097 Ha


| no. | molar mass (u) |
| --- | --- |
| 1 | 1294.07 |
| 2 | 1001.64 |
| 3 | 1367.66 |
| 4 | 1112.41 |